[1]
Computed, not measured: a molecular structure, C38H54CsN5O4P2STe in a non-equilibrium geometry, with ωB97M-V/def2-TZVPD.

The value obtained for the energy above the lowest of the compared OMol25 structures with the same formula, charge and spin is 2.0336 eV. The charge is -2. As for the spin multiplicity: 1. The calculation puts the LUMO energy at 0.130 Eh. For the gap between HOMO and LUMO, the calculation gives 5.143 eV. The value obtained for the molar mass is 999.40 g mol⁻¹. The electronic energy is -93181.913 eV.

Positions of all 106 atoms, in Å:
Cs1 -0.10902 -0.26409 0.91620
C1 3.97378 -0.33527 1.24567
C2 3.51973 0.28180 -0.08443
N1 2.54379 1.32992 0.09175
C3 2.96086 2.52433 0.79295
C4 1.99351 2.90952 1.91953
N2 1.65876 1.80068 2.79527
C5 2.73739 1.26852 3.59581
C6 2.87104 -0.25494 3.46891
N3 2.86357 -0.71644 2.09580
H1 4.59458 0.38360 1.78807
H2 4.63480 -1.18434 1.01654
H3 3.05177 -0.50007 -0.68978
H4 4.42499 0.61317 -0.62909
H5 1.99136 1.51668 -0.74786
H6 3.05275 3.38763 0.11800
H7 3.96502 2.36970 1.20371
H8 1.04899 3.24706 1.49575
H9 2.42492 3.77152 2.46288
H10 0.82892 2.04739 3.33206
H11 2.61378 1.49645 4.66409
H12 3.68041 1.74052 3.30050
H13 2.01109 -0.71779 3.96094
H14 3.77043 -0.57091 4.03173
H15 2.60500 -1.68827 2.02714
C7 -0.07230 4.62306 -0.70873
C8 -1.40328 4.16427 -0.18116
C9 -2.53363 4.18497 -1.03560
C10 -3.72848 3.75963 -0.54986
C11 -3.82866 3.31138 0.78656
C12 -5.06653 2.88797 1.32633
C13 -5.10150 2.43622 2.61158
C14 -3.94017 2.40197 3.40137
C15 -2.69857 2.85899 2.96108
S1 -1.35096 2.93596 4.04463
C16 -2.64309 3.30198 1.57021
N4 -1.46045 3.73135 1.05276
H16 -0.19310 5.38598 -1.48017
H17 0.45085 3.76997 -1.15065
H18 0.53412 5.02211 0.10267
H19 -2.43140 4.52335 -2.05886
H20 -4.61512 3.75358 -1.17536
H21 -5.95336 2.89529 0.70310
H22 -6.03651 2.07829 3.03003
H23 -4.00103 2.05284 4.42497
C17 1.25941 -2.66363 5.91374
C18 -0.14218 -2.42525 5.38996
O1 -0.58188 -3.55617 4.63076
P1 -0.70168 -3.40346 3.01570
O2 -1.22387 -2.05230 2.67512
Te1 -1.80461 -5.33949 2.28321
O3 0.87677 -3.36318 2.56584
C19 1.66009 -4.53179 2.36866
C20 2.69065 -4.24267 1.29761
H24 1.57978 -1.82204 6.53209
H25 1.95888 -2.76422 5.08261
H26 1.29712 -3.57554 6.51226
H27 -0.18988 -1.52028 4.78161
H28 -0.85140 -2.30280 6.21053
H29 1.01273 -5.35500 2.06252
H30 2.13009 -4.81025 3.31750
H31 2.19658 -3.82512 0.41785
H32 3.20481 -5.16492 1.01867
H33 3.44534 -3.53080 1.63899
C21 -3.75567 -0.01696 -5.10152
C22 -2.45686 0.24169 -5.52421
C23 -1.50096 0.71711 -4.63701
C24 -1.81901 0.94921 -3.29159
C25 -3.13790 0.70235 -2.88960
C26 -4.09085 0.21938 -3.77388
C27 -0.84089 1.40553 -2.27403
C28 0.48934 1.50739 -2.34453
C29 1.36611 1.21341 -3.43083
C30 1.74760 2.19096 -4.38616
C31 2.67158 1.91472 -5.37777
C32 3.27961 0.66431 -5.47551
C33 2.93900 -0.30227 -4.53169
C34 2.01897 -0.04185 -3.53182
H34 -4.49445 -0.39598 -5.79776
H35 -2.18212 0.06671 -6.55865
H36 -0.49394 0.90448 -4.98237
H37 -3.40957 0.88168 -1.85481
H38 -5.09542 0.02071 -3.41866
H39 -1.34400 1.66746 -1.33664
H40 1.29054 3.17233 -4.32636
H41 2.92552 2.68994 -6.09418
H42 4.00582 0.45594 -6.25115
H43 3.40827 -1.28052 -4.57281
H44 1.78803 -0.79937 -2.79090
C35 -0.34290 -4.82074 -1.66483
P2 -0.57964 -3.03396 -1.72719
C36 -2.29613 -2.75034 -1.26954
C37 -0.46283 -2.56595 -3.46227
O4 0.41092 -2.32394 -0.86019
H45 -1.01670 -5.34461 -2.34412
H46 -0.53809 -5.14470 -0.63894
H47 0.69215 -5.04930 -1.92309
H48 -2.96190 -3.37803 -1.86267
H49 -2.54346 -1.70207 -1.45041
H50 -2.42030 -2.97843 -0.20836
H51 -1.19299 -3.10821 -4.06525
H52 0.54483 -2.77199 -3.82499
H53 -0.64731 -1.49492 -3.55020
N5 -3.75893 -0.18369 1.31237
C38 -4.46853 -0.34423 0.40964
H54 -3.18268 -0.03986 2.12224

Here are the Löwdin charges for atoms 1 to 4, given in e:
1 Cs 0.958
2 C -0.215
3 C -0.230
4 N -0.111

[2]
Computed, not measured: a molecular structure, C38H54I2KN7O10P2S3 in a non-equilibrium geometry, with ωB97M-V/def2-TZVPD.

The value obtained for the energy above the lowest of the compared OMol25 structures with the same formula, charge and spin is 0.0000 eV. The charge is -2. As for the spin multiplicity: 1. The calculation puts the LUMO energy at 0.112 Eh. For the gap between HOMO and LUMO, the calculation gives 4.620 eV. The value obtained for the molar mass is 1219.94 g mol⁻¹. The electronic energy is -154807.605 eV.

Positions of all 117 atoms, in Å:
K1 -1.00609 0.53426 0.85289
C1 2.70283 4.60340 -1.69638
O1 1.51946 4.92678 -0.98155
C2 0.49465 4.02385 -1.08175
O2 0.58706 2.97168 -1.68393
N1 -0.60663 4.53605 -0.53515
N2 -1.87553 3.91977 -0.51997
H1 3.14032 5.54504 -2.02415
H2 2.46968 3.97450 -2.55505
H3 3.40416 4.07945 -1.04590
H4 -0.52543 5.36715 0.02184
H5 -1.83564 3.12388 -1.15155
H6 -2.04947 3.51352 0.40833
C3 -0.82445 1.72589 -5.80650
C4 -1.30095 1.33198 -4.41619
C5 -2.10024 2.44605 -3.76174
O3 -0.11354 1.02002 -3.66030
P1 -0.17950 -0.01696 -2.44323
O4 -1.16966 0.21519 -1.39648
C6 1.56359 -0.01088 -1.93710
P2 1.71817 -0.95066 -0.39345
O5 0.95620 -0.46753 0.75205
O6 3.27790 -0.92672 0.01425
C7 4.30552 -1.46699 -0.81469
C8 5.12418 -0.32740 -1.40622
C9 5.16294 -2.38521 0.04200
O7 1.48945 -2.41139 -0.96221
C10 1.61157 -3.66971 -0.22258
C11 0.70424 -4.68709 -0.88084
C12 1.30895 -3.52897 1.25943
O8 -0.46200 -1.41326 -3.17552
C13 0.16259 -1.79375 -4.40799
C14 1.13126 -2.94512 -4.18099
C15 -0.93529 -2.20750 -5.37838
H7 -1.68263 1.93301 -6.44577
H8 -0.22619 0.92996 -6.25463
H9 -0.20924 2.62411 -5.73213
H10 -1.92859 0.43693 -4.47787
H11 -1.43252 3.26494 -3.48858
H12 -2.61887 2.09101 -2.87139
H13 -2.85450 2.81240 -4.45912
H14 1.81493 1.03076 -1.72832
H15 2.19636 -0.42156 -2.72312
H16 3.85545 -2.05136 -1.62662
H17 5.55909 0.26620 -0.60060
H18 4.49430 0.32768 -2.00994
H19 5.92450 -0.72390 -2.03238
H20 5.59751 -1.81803 0.86625
H21 5.96244 -2.82616 -0.55472
H22 4.55357 -3.18386 0.46511
H23 2.65682 -3.97879 -0.35668
H24 -0.33082 -4.34938 -0.80186
H25 0.80012 -5.64116 -0.36021
H26 0.96609 -4.82700 -1.93044
H27 0.25365 -3.28383 1.39474
H28 1.91506 -2.74559 1.71635
H29 1.51666 -4.47655 1.75704
H30 0.70596 -0.93400 -4.81494
H31 0.56897 -3.83669 -3.90497
H32 1.82435 -2.72070 -3.37237
H33 1.69315 -3.14348 -5.09537
H34 -1.56286 -2.96121 -4.90144
H35 -0.49659 -2.62569 -6.28536
H36 -1.56260 -1.35846 -5.64813
I1 -2.96849 4.45439 4.02225
C16 -0.91081 4.44285 3.57321
C17 -0.05317 5.31898 4.22583
C18 1.28637 5.30980 3.92665
I2 2.52311 6.70736 4.93217
C19 1.82697 4.40662 2.99166
C20 3.19231 4.29177 2.66057
C21 3.60406 3.34545 1.76222
C22 2.64198 2.51314 1.17207
N3 1.36324 2.60818 1.43315
C23 0.93408 3.51571 2.32711
C24 -0.50246 3.50588 2.59997
O9 -1.28906 2.72086 2.00299
H37 -0.44801 6.00145 4.96550
H38 3.91686 4.94146 3.13415
H39 4.65261 3.23065 1.51526
H40 2.92601 1.73782 0.46430
S1 -3.32252 -1.08078 2.89293
C25 -2.90357 -2.74579 3.00929
C26 -2.81426 -3.36113 4.26239
C27 -2.48396 -4.70722 4.41983
C28 -2.41163 -5.26776 5.72216
N4 -2.35374 -5.69862 6.79054
C29 -2.22557 -5.48332 3.26851
C30 -2.31595 -4.88004 2.01461
C31 -2.65870 -3.53321 1.84352
S2 -2.81651 -2.87585 0.25901
C32 -1.90502 -6.86268 3.36601
N5 -1.64413 -7.98545 3.41381
H41 -3.01813 -2.76284 5.14066
H42 -2.13081 -5.47604 1.13030
C33 -4.17515 -0.87318 -2.02943
C34 -4.39965 0.31082 -1.15523
N6 -4.67000 1.53252 -1.57725
C35 -4.79624 2.29579 -0.44067
C36 -4.60697 1.52147 0.66788
N7 -4.36309 0.25777 0.19858
H43 -3.64245 -1.64714 -1.47978
H44 -3.57576 -0.58124 -2.89282
H45 -5.12284 -1.28396 -2.38614
H46 -5.02940 3.34668 -0.50476
H47 -4.60989 1.74929 1.72043
H48 -4.10278 -0.53424 0.80335
C37 -1.09235 0.80550 4.98353
S3 0.36517 0.89305 3.91573
C38 0.70758 -0.88808 4.02117
O10 1.42064 1.56356 4.73081
H49 -0.83954 0.25575 5.88948
H50 -1.88696 0.31055 4.42049
H51 -1.39304 1.82432 5.22481
H52 -0.19768 -1.42162 3.72103
H53 0.99676 -1.12444 5.04408
H54 1.51861 -1.10367 3.32851

Here are the Löwdin charges for atoms 1 to 4, given in e:
1 K 0.651
2 C -0.063
3 O -0.044
4 C -0.576

[3]
Computed, not measured: a molecular structure, C38H57BN8O5PtSSeTe in a non-equilibrium geometry, with ωB97M-V/def2-TZVPD.

The value obtained for the energy above the lowest of the compared OMol25 structures with the same formula, charge and spin is 0.0000 eV. As for the spin multiplicity: 1. The calculation puts the LUMO energy at -0.017 Eh. For the gap between HOMO and LUMO, the calculation gives 8.031 eV. The value obtained for the molar mass is 1150.44 g mol⁻¹. The electronic energy is -149888.397 eV.

Positions of all 113 atoms, in Å:
Pt1 0.67076 -0.29004 -1.00267
C1 4.38182 -0.39991 2.74964
C2 3.87780 -0.68091 1.37752
C3 4.60971 -1.01481 0.26169
C4 3.69538 -1.14634 -0.77806
N1 2.47013 -0.90666 -0.30342
N2 2.58107 -0.62414 1.03178
B1 1.37716 -0.54429 2.01895
N3 0.29703 -1.56946 1.54108
N4 -0.05095 -1.73586 0.23256
C5 -0.88437 -2.77776 0.13978
C6 -1.09442 -3.27291 1.43390
C7 -0.31737 -2.50751 2.28004
C8 -0.12690 -2.64566 3.75187
C9 -1.48848 -3.39097 -1.11276
C10 -2.98957 -3.06914 -1.16843
C11 -1.32023 -4.91542 -1.00222
C12 -0.83008 -2.95473 -2.42029
N5 0.82373 0.86857 2.27835
N6 0.21424 1.63314 1.33347
C13 0.07208 2.84486 1.85328
C14 0.59004 2.87313 3.16297
C15 1.05388 1.60214 3.39783
C16 1.66442 1.07001 4.65388
C17 -0.55983 4.00968 1.11151
C18 -2.07908 4.02079 1.31819
C19 0.01918 5.32328 1.64816
C20 -0.27566 3.91911 -0.38240
C21 4.00939 -1.65525 -2.16580
C22 4.46464 -0.51269 -3.07717
C23 5.16440 -2.66587 -2.06535
C24 2.79734 -2.38455 -2.74843
H1 5.45015 -0.60349 2.78773
H2 4.22905 0.65004 3.00394
H3 3.88148 -1.01017 3.50074
H4 5.67662 -1.13274 0.21021
H5 1.76809 -0.93987 3.07517
H6 -1.69998 -4.11651 1.71546
H7 -0.79996 -3.41199 4.13230
H8 0.89763 -2.93407 3.98786
H9 -0.33334 -1.71007 4.27155
H10 -3.48277 -3.26582 -0.21526
H11 -3.16669 -2.02609 -1.42903
H12 -3.46712 -3.68571 -1.93260
H13 -1.88353 -5.32737 -0.16499
H14 -1.68925 -5.38634 -1.91519
H15 -0.27045 -5.18461 -0.87628
H16 -0.82352 -1.87669 -2.55252
H17 0.20060 -3.30646 -2.48384
H18 -1.38921 -3.39202 -3.25053
H19 0.63249 3.70362 3.84676
H20 1.61374 1.83772 5.42484
H21 1.13480 0.18775 5.01762
H22 2.70894 0.79302 4.52276
H23 -2.33822 3.96512 2.37790
H24 -2.50556 4.94025 0.90955
H25 -2.54546 3.18143 0.79734
H26 -0.26774 5.49705 2.68708
H27 1.10761 5.32301 1.58102
H28 -0.35762 6.15892 1.05477
H29 -0.58708 2.94376 -0.76571
H30 -0.83247 4.69432 -0.91570
H31 0.78632 4.04695 -0.58675
H32 5.19584 0.12388 -2.57772
H33 4.90517 -0.92321 -3.98906
H34 3.63539 0.12776 -3.37295
H35 6.10010 -2.17733 -1.79250
H36 4.95183 -3.44457 -1.33158
H37 5.31003 -3.13677 -3.03942
H38 1.93385 -1.72254 -2.82907
H39 3.03506 -2.76309 -3.74568
H40 2.51444 -3.22869 -2.11420
O1 4.22475 4.17940 -0.85048
Se1 4.10292 2.59783 -1.06226
O2 5.46876 1.76265 -1.10689
O3 2.88423 1.92008 -0.22157
O4 3.36592 2.39738 -2.72275
Te1 1.50242 1.79545 -2.62800
C25 1.31210 1.20141 -4.62397
C26 0.76398 2.04031 -5.56240
C27 0.63413 1.44048 -6.83703
C28 1.08631 0.15301 -6.84344
S1 1.66591 -0.32980 -5.31689
H41 0.47791 3.05857 -5.33719
H42 0.22855 1.93839 -7.70501
H43 1.10274 -0.53317 -7.67526
C29 -5.34675 -1.58577 2.89557
C30 -5.56280 -0.10632 2.61096
N7 -4.50518 0.46000 1.77419
C31 -3.55042 1.34295 2.42740
C32 -2.70748 0.63267 3.46954
C33 -4.58115 0.18833 0.45576
O5 -5.52994 -0.41775 -0.02605
C34 -3.49912 0.59601 -0.52180
C35 -3.93064 1.04329 -1.76426
C36 -3.01087 1.18602 -2.78301
C37 -1.70059 0.82165 -2.55100
N8 -1.26543 0.39001 -1.36251
C38 -2.15319 0.30709 -0.35231
H44 -6.14776 -1.96968 3.52840
H45 -4.39544 -1.75305 3.40241
H46 -5.34952 -2.14858 1.96245
H47 -5.58021 0.46993 3.53675
H48 -6.51657 0.03849 2.10374
H49 -4.11552 2.15326 2.89950
H50 -2.91858 1.80529 1.67979
H51 -3.31691 0.28111 4.30464
H52 -1.95274 1.31604 3.85467
H53 -2.19978 -0.22637 3.02906
H54 -4.98370 1.23413 -1.92141
H55 -3.29809 1.53137 -3.76573
H56 -0.98564 0.84643 -3.36427
H57 -1.76309 -0.02677 0.59724

Here are the Löwdin charges for atoms 1 to 4, given in e:
1 Pt 0.929
2 C -0.003
3 C -0.252
4 C 0.033